# 1
Formula: C73H183N13O21
Source: the Open Molecules 2025 dataset
Level of theory: the ωB97M-V functional and the def2-TZVPD basis

Each line ends with the Mulliken charge.
Cartesian coordinates (Å):
1 C 4.51 4.45 1.93  -0.8317
2 C 3.68 4.92 3.17  1.1384
3 C 3.64 4.01 4.50  -0.9686
4 O 3.19 2.68 4.19  -0.1537
5 C 1.84 2.60 3.78  -0.4392
6 N 4.28 6.21 3.42  -0.7693
7 H 4.07 3.49 1.66  -0.0945
8 H 5.56 4.28 2.16  0.3398
9 H 4.50 5.18 1.12  0.3377
10 H 2.74 5.23 2.71  -0.2493
11 H 2.91 4.44 5.18  0.4341
12 H 4.63 3.98 4.95  0.3069
13 H 1.18 3.03 4.53  0.4276
14 H 1.37 1.62 3.72  -0.0516
15 H 1.60 3.19 2.89  0.1477
16 H 4.01 6.89 2.73  0.2540
17 H 4.04 6.56 4.34  0.2430
18 C -5.30 2.95 -2.25  -0.1984
19 C -6.82 3.17 -1.94  0.6221
20 C -7.10 4.37 -1.04  -0.7609
21 O -6.56 4.30 0.24  -0.2538
22 C -7.34 3.62 1.20  -0.7470
23 N -7.55 3.41 -3.22  -0.7248
24 H -4.83 3.72 -2.86  0.0196
25 H -5.26 2.00 -2.78  0.0573
26 H -4.72 2.92 -1.33  -0.2155
27 H -7.32 2.29 -1.54  0.3711
28 H -8.18 4.51 -0.95  0.4698
29 H -6.63 5.24 -1.48  -0.1232
30 H -6.97 3.80 2.21  0.2441
31 H -7.15 2.57 1.01  0.2488
32 H -8.41 3.82 1.12  0.4136
33 H -7.30 2.62 -3.80  0.2480
34 H -8.49 3.15 -2.96  0.3063
35 C -0.13 -0.17 -7.10  -1.8097
36 C -0.93 -0.99 -6.15  2.6421
37 C -2.45 -0.64 -6.24  -0.7205
38 O -2.62 0.66 -5.76  -0.1620
39 C -4.00 1.08 -5.67  -0.6215
40 N -0.64 -2.35 -6.63  -0.5679
41 H -0.49 -0.28 -8.12  0.4297
42 H 0.91 -0.50 -7.01  0.4680
43 H -0.19 0.90 -6.86  0.1703
44 H -0.54 -0.92 -5.14  -1.5909
45 H -3.10 -1.31 -5.68  0.2082
46 H -2.79 -0.59 -7.28  0.5602
47 H -4.58 0.84 -6.55  0.4177
48 H -4.06 2.15 -5.46  0.0990
49 H -4.41 0.58 -4.79  0.1284
50 H -1.01 -3.11 -6.08  0.2210
51 H -1.24 -2.38 -7.44  0.4177
52 C -0.71 -7.10 -0.75  -1.4062
53 C 0.84 -7.18 -0.62  0.8347
54 C 1.50 -8.26 -1.46  -0.9772
55 O 1.02 -9.60 -1.15  -0.3310
56 C 1.97 -10.60 -1.54  -0.8163
57 N 1.40 -5.87 -0.91  -0.4358
58 H -1.05 -6.19 -0.26  0.6016
59 H -1.27 -7.93 -0.32  0.3536
60 H -0.94 -7.07 -1.82  0.0309
61 H 1.09 -7.45 0.41  0.5999
62 H 2.57 -8.15 -1.25  0.4880
63 H 1.21 -8.12 -2.50  0.1149
64 H 2.82 -10.58 -0.85  0.3362
65 H 2.24 -10.59 -2.60  0.2965
66 H 1.62 -11.62 -1.40  0.2818
67 H 0.91 -5.18 -0.36  0.0017
68 H 1.47 -5.62 -1.89  0.4507
69 C -4.96 2.02 8.72  -0.4863
70 O -5.17 2.04 7.33  -0.4215
71 C -4.04 1.58 6.55  -0.8273
72 C -4.13 1.96 5.01  0.0353
73 N -4.98 1.07 4.25  -0.3647
74 C -5.28 1.48 2.86  -1.1634
75 C -4.04 1.51 1.96  0.6281
76 O -3.01 2.41 2.43  -0.0422
77 C -3.46 3.74 2.08  -0.3528
78 H -5.98 1.94 9.10  0.3157
79 H -4.59 2.99 9.05  0.2520
80 H -4.25 1.29 9.12  0.0894
81 H -3.69 0.56 6.73  0.2871
82 H -3.22 2.15 6.97  0.4334
83 H -3.13 1.85 4.59  -0.0390
84 H -4.41 3.00 4.86  0.4198
85 H -5.82 0.96 4.79  0.3223
86 H -5.79 2.44 2.94  0.1807
87 H -6.03 0.78 2.49  0.5508
88 H -4.31 1.62 0.91  -0.0691
89 H -3.64 0.49 1.97  -0.0034
90 H -4.23 4.20 2.71  0.3097
91 H -3.76 3.85 1.04  0.2065
92 H -2.62 4.40 2.32  -0.2978
93 C -1.98 1.59 10.61  -0.7385
94 O -2.72 0.43 10.86  -0.3465
95 C -2.05 -0.83 10.57  -0.8463
96 C -1.54 -1.01 9.14  0.1008
97 N -1.01 -2.38 8.81  -0.5421
98 C -0.11 -2.35 7.61  -1.1353
99 C -0.81 -2.08 6.26  0.4307
100 O -0.66 -0.70 5.87  -0.3257
101 C -1.14 -0.44 4.59  0.0514
102 H -2.57 2.48 10.83  0.2556
103 H -1.60 1.54 9.59  0.2400
104 H -1.03 1.66 11.14  0.3621
105 H -2.67 -1.68 10.86  0.3255
106 H -1.19 -0.89 11.24  0.4269
107 H -0.65 -0.39 9.02  0.3860
108 H -2.25 -0.80 8.34  -0.0434
109 H -0.46 -2.62 9.62  0.2680
110 H 0.43 -3.29 7.56  0.4346
111 H 0.63 -1.58 7.84  0.4138
112 H -1.87 -2.33 6.31  0.3817
113 H -0.40 -2.73 5.49  -0.3078
114 H -0.61 -1.10 3.90  -0.0956
115 H -0.92 0.58 4.27  0.0452
116 H -2.22 -0.56 4.58  0.2751
117 C 2.71 -4.08 -3.58  -0.8153
118 O 1.65 -5.02 -3.55  -0.1666
119 C 1.19 -5.39 -4.82  -0.8698
120 C -0.16 -6.06 -4.79  -0.4010
121 N -1.09 -4.93 -4.87  -0.1425
122 C -2.40 -5.40 -4.48  -0.6431
123 C -3.53 -4.29 -4.31  -0.6667
124 O -3.50 -3.48 -3.16  -0.1211
125 C -4.46 -2.42 -3.12  -0.8018
126 H 2.49 -3.22 -4.21  0.4624
127 H 3.61 -4.62 -3.86  0.4985
128 H 2.78 -3.66 -2.57  -0.2586
129 H 1.79 -6.27 -5.03  0.4918
130 H 1.28 -4.74 -5.69  0.3152
131 H -0.30 -6.62 -3.86  0.0125
132 H -0.23 -6.72 -5.65  0.4819
133 H -0.77 -4.34 -4.12  -0.1966
134 H -2.28 -5.88 -3.51  0.1726
135 H -2.70 -6.17 -5.19  0.5820
136 H -4.46 -4.85 -4.37  0.4167
137 H -3.41 -3.67 -5.20  0.2011
138 H -4.35 -1.84 -4.04  0.2962
139 H -4.41 -1.80 -2.22  0.0590
140 H -5.46 -2.85 -3.21  0.4355
141 C -0.04 -9.91 2.48  -0.6011
142 O -0.94 -9.56 3.50  -0.4203
143 C -1.01 -8.17 3.71  -0.7513
144 C -1.54 -7.19 2.60  0.0890
145 N -1.98 -5.86 3.08  -0.2388
146 C -0.90 -5.05 3.62  -1.1856
147 C -0.16 -4.26 2.59  1.6669
148 O 1.07 -3.97 3.18  -0.5900
149 C 1.88 -3.00 2.55  -0.0081
150 H -0.06 -11.00 2.43  0.3106
151 H 0.95 -9.49 2.69  0.3055
152 H -0.27 -9.59 1.46  0.1860
153 H -0.07 -7.77 4.09  0.4723
154 H -1.55 -8.10 4.65  0.3173
155 H -2.46 -7.65 2.22  0.4849
156 H -0.92 -7.11 1.71  -0.5476
157 H -2.86 -5.80 3.56  0.3372
158 H -0.28 -5.62 4.30  0.3685
159 H -1.25 -4.39 4.41  0.2538
160 H -0.70 -3.37 2.28  -0.1002
161 H 0.11 -4.88 1.73  -0.5524
162 H 2.02 -3.23 1.50  0.1335
163 H 2.86 -3.00 3.04  0.2069
164 H 1.53 -1.99 2.75  -0.0927
165 C -5.94 6.81 -4.31  -0.7873
166 O -4.53 6.82 -4.12  -0.2222
167 C -3.84 7.06 -5.30  -0.6576
168 C -2.32 7.14 -4.98  -0.6359
169 N -1.46 5.90 -5.16  -0.5110
170 C -1.87 4.74 -4.29  -0.5575
171 C -1.02 3.52 -4.48  0.5193
172 O 0.34 3.95 -4.29  -0.5633
173 C 1.32 2.92 -4.40  -0.3621
174 H -6.41 6.85 -3.32  0.1224
175 H -6.26 5.93 -4.87  0.3458
176 H -6.32 7.67 -4.86  0.3731
177 H -4.19 7.99 -5.75  0.5530
178 H -3.98 6.24 -6.00  0.3179
179 H -2.13 7.62 -4.02  0.2642
180 H -1.92 7.89 -5.67  0.4418
181 H -0.49 6.09 -4.96  0.3098
182 H -2.92 4.43 -4.32  0.0989
183 H -1.78 5.00 -3.23  0.1177
184 H -1.15 3.22 -5.52  0.5030
185 H -1.36 2.71 -3.85  -0.4737
186 H 2.28 3.33 -4.74  0.5288
187 H 0.92 2.17 -5.09  0.0475
188 H 1.44 2.28 -3.52  0.0957
189 C 3.39 1.89 -7.60  -1.0155
190 O 3.41 1.55 -6.19  -0.0818
191 C 4.26 0.43 -5.83  -1.2536
192 C 3.97 0.14 -4.37  0.4535
193 N 4.42 1.28 -3.63  -0.4449
194 C 3.91 1.24 -2.26  1.0340
195 C 4.56 0.21 -1.32  -1.5138
196 O 4.05 -1.10 -1.52  0.3558
197 C 5.07 -2.11 -1.48  -1.3831
198 H 2.82 2.79 -7.82  0.2650
199 H 2.92 1.10 -8.19  0.3438
200 H 4.42 1.97 -7.96  0.3584
201 H 5.31 0.72 -5.93  0.4475
202 H 4.09 -0.45 -6.46  0.4963
203 H 4.56 -0.69 -3.99  0.2125
204 H 2.90 0.00 -4.21  -0.3081
205 H 4.08 2.02 -4.22  0.4579
206 H 2.84 1.08 -2.16  -0.5225
207 H 3.96 2.26 -1.86  0.0197
208 H 4.44 0.47 -0.27  0.2413
209 H 5.64 0.31 -1.45  0.6311
210 H 5.45 -2.18 -0.47  0.2358
211 H 5.86 -1.79 -2.17  0.4315
212 H 4.75 -3.13 -1.68  0.2726
213 C 0.24 9.46 0.63  -0.8887
214 O 0.34 8.00 0.59  -0.2264
215 C -0.76 7.21 0.22  -1.0645
216 C -0.62 5.72 0.64  -0.0492
217 N 0.74 5.26 0.40  0.2164
218 C 1.01 5.42 -0.98  -0.3348
219 C 2.41 4.92 -1.33  0.4869
220 O 3.45 5.94 -1.34  -0.5566
221 C 4.70 5.54 -1.81  -0.6400
222 H 1.16 9.96 0.92  0.2708
223 H -0.50 9.82 1.34  0.3279
224 H -0.09 9.85 -0.34  0.3199
225 H -0.99 7.36 -0.84  0.3369
226 H -1.62 7.60 0.75  0.5809
227 H -1.27 5.04 0.10  0.0165
228 H -1.02 5.70 1.65  0.0988
229 H 1.37 5.96 0.77  0.2287
230 H 0.86 6.44 -1.32  0.6717
231 H 0.31 4.78 -1.51  -0.1473
232 H 2.36 4.46 -2.31  -0.0436
233 H 2.69 4.13 -0.63  -0.3318
234 H 4.60 4.96 -2.73  0.1946
235 H 5.15 4.83 -1.11  0.2001
236 H 5.25 6.45 -2.03  0.2939
237 C 4.69 0.12 2.89  -0.7764
238 O 5.97 -0.51 2.62  0.0666
239 C 6.81 -0.50 3.75  -0.8901
240 C 8.23 -1.13 3.47  -0.7536
241 N 8.30 -2.62 3.67  -0.5169
242 C 7.40 -3.25 2.70  -0.7663
243 C 7.83 -2.96 1.28  -0.2954
244 O 9.25 -3.22 1.17  -0.3612
245 C 9.61 -3.64 -0.17  -0.8085
246 H 3.96 -0.25 2.17  -0.1407
247 H 4.84 1.19 2.76  0.4004
248 H 4.18 -0.05 3.83  0.4406
249 H 6.32 -1.06 4.55  0.4521
250 H 6.83 0.51 4.16  0.5409
251 H 8.85 -0.63 4.22  0.4714
252 H 8.67 -0.78 2.54  0.3180
253 H 9.23 -2.96 3.45  0.3784
254 H 6.36 -2.93 2.83  0.0342
255 H 7.48 -4.33 2.80  0.4776
256 H 7.53 -1.97 0.94  0.2818
257 H 7.20 -3.54 0.60  0.5813
258 H 10.65 -3.98 -0.15  0.2780
259 H 9.50 -2.83 -0.89  0.3140
260 H 9.00 -4.43 -0.61  0.3155
261 C -1.26 -2.27 -0.80  -1.9305
262 C -0.63 -1.19 -1.65  3.3139
263 C -1.60 -0.26 -2.39  0.4592
264 C -2.19 0.79 -1.47  -0.4855
265 C -1.08 1.58 -0.85  0.1351
266 C -0.04 0.68 -0.07  2.6731
267 N 0.37 -0.46 -0.86  0.3890
268 O 1.30 -1.22 -0.26  1.5269
269 C 1.14 1.65 0.19  -0.8593
270 C -0.69 0.29 1.29  -0.1222
271 C 0.12 -1.94 -2.77  -0.5714
272 H -1.82 -2.98 -1.40  0.1634
273 H -1.98 -1.91 -0.06  0.3253
274 H -0.53 -2.92 -0.32  0.2634
275 H -1.19 0.26 -3.25  -0.3101
276 H -2.46 -0.77 -2.83  -0.7848
277 H -2.84 0.34 -0.72  0.3693
278 H -2.76 1.48 -2.09  -0.0089
279 H -1.58 2.19 -0.10  -0.4239
280 H -0.65 2.36 -1.48  -0.7300
281 H 1.46 2.06 -0.77  -0.3571
282 H 0.80 2.48 0.82  -0.2668
283 H 1.97 1.19 0.73  0.0207
284 H -0.78 1.20 1.89  0.2776
285 H -1.67 -0.17 1.20  0.0651
286 H -0.05 -0.33 1.92  -1.0073
287 H 0.65 -2.80 -2.36  0.1777
288 H 0.82 -1.33 -3.33  -0.7563
289 H -0.62 -2.11 -3.55  -0.5795
290 H 2.12 -0.97 -0.70  -0.6996

For the HOMO energy, the calculation gives -7.69 eV. The calculation puts the largest force on an atom at 4.30 eV/Å. As for the energy relative to the best compared isomer or geometry (same formula, charge and spin): 0.00 kcal per mole.

***

# 2
Formula: CH4NO3P
Source: the Open Molecules 2025 dataset
Level of theory: the ωB97M-V functional and the def2-TZVPD basis

Each line ends with the natural charge from an NBO analysis.
Cartesian coordinates (Å):
1 C 0.91 0.95 0.19  0.6507
2 N 1.23 1.79 -0.68  -0.7499
3 O -0.77 -2.12 -0.43  -1.0130
4 O -2.40 -0.41 0.07  -0.9948
5 O -0.02 0.08 0.37  -0.7933
6 P -1.11 -0.58 -0.84  1.6003
7 H 2.12 0.46 1.58  -0.1449
8 H 2.02 2.43 -0.71  0.4119
9 H -2.17 -0.21 1.00  0.5170
10 H 0.20 -2.40 -0.57  0.5159

For the HOMO energy, the calculation gives -8.69 eV. The calculation puts the largest force on an atom at 4.67 eV/Å. As for the energy relative to the best compared isomer or geometry (same formula, charge and spin): 84.97 kcal per mole.

***

# 3
Formula: C38H58BrN11O2SiY
Source: the Open Molecules 2025 dataset
Level of theory: the ωB97M-V functional and the def2-TZVPD basis

Each line ends with the Mulliken charge.
Cartesian coordinates (Å):
1 Y -1.00 -0.42 0.16  -1.7332
2 C -4.07 1.11 1.63  -2.1135
3 C -2.76 0.64 2.24  0.7183
4 C -1.67 1.54 2.30  1.0886
5 C -1.77 2.92 1.68  -1.9878
6 C -0.57 1.25 3.14  1.6532
7 C 0.58 2.22 3.26  -1.8932
8 C -0.60 0.12 3.97  0.7288
9 C 0.49 -0.06 5.00  -2.2281
10 C -1.67 -0.78 3.89  1.0576
11 C -1.77 -1.96 4.82  -2.1532
12 C -2.71 -0.56 2.98  1.8054
13 C -3.85 -1.55 2.94  -2.8364
14 H -3.95 1.56 0.65  0.3634
15 H -4.50 1.87 2.29  0.4367
16 H -4.80 0.31 1.55  0.4511
17 H -0.87 3.20 1.16  -0.0813
18 H -1.93 3.65 2.48  0.4572
19 H -2.59 3.00 0.98  0.4894
20 H 0.57 2.69 4.25  0.4364
21 H 0.54 3.00 2.52  0.2186
22 H 1.54 1.72 3.15  0.3605
23 H 1.43 0.36 4.68  0.3886
24 H 0.66 -1.11 5.24  0.5023
25 H 0.21 0.44 5.93  0.3817
26 H -1.55 -2.90 4.29  0.2492
27 H -2.78 -2.05 5.22  0.4617
28 H -1.10 -1.88 5.67  0.4611
29 H -4.56 -1.36 3.74  0.5069
30 H -3.48 -2.57 3.06  0.4647
31 H -4.39 -1.52 2.00  0.4967
32 O 0.55 -6.71 3.33  -0.5157
33 C 1.25 -5.57 3.78  -0.5976
34 C 0.77 -4.38 3.01  0.0109
35 C 1.40 -3.14 3.15  -1.2556
36 C 0.94 -2.07 2.43  -0.5601
37 N -0.09 -2.15 1.58  0.8389
38 C -0.69 -3.34 1.42  0.2965
39 C -0.29 -4.47 2.12  -0.4785
40 C -1.78 -3.42 0.40  1.1087
41 C -1.91 -4.55 -0.39  -0.9993
42 C -2.87 -4.55 -1.40  0.2565
43 C -2.90 -5.67 -2.39  -0.6488
44 O -2.47 -6.86 -1.75  -0.5294
45 C -3.73 -3.47 -1.50  -1.3558
46 C -3.52 -2.38 -0.68  -0.4379
47 N -2.53 -2.32 0.22  0.4083
48 H 0.90 -7.49 3.78  0.3330
49 H 2.33 -5.67 3.64  0.3857
50 H 1.07 -5.39 4.85  0.3055
51 H 2.25 -3.02 3.81  0.5476
52 H 1.41 -1.10 2.52  0.5087
53 H -0.81 -5.40 2.00  0.7344
54 H -1.25 -5.39 -0.28  0.6943
55 H -2.22 -5.39 -3.21  0.3162
56 H -3.91 -5.78 -2.81  0.3791
57 H -2.37 -7.55 -2.41  0.3294
58 H -4.52 -3.45 -2.24  0.4297
59 H -4.15 -1.50 -0.75  0.4258
60 N -2.05 -0.94 -3.27  0.1249
61 C -2.40 0.26 -2.68  -0.4882
62 N -2.98 1.25 -3.30  -0.5361
63 N -3.10 2.22 -2.36  -0.8548
64 N -2.62 1.83 -1.24  -0.0511
65 N -2.16 0.55 -1.39  1.1864
66 C -1.10 -1.80 -2.76  0.1798
67 N -0.75 -2.93 -3.33  -0.5440
68 N 0.21 -3.44 -2.51  -0.7590
69 N 0.42 -2.67 -1.51  -0.3513
70 N -0.40 -1.58 -1.63  1.9367
71 H -2.33 -1.07 -4.23  0.3258
72 C 2.17 0.12 -3.26  -1.8767
73 C 2.03 1.64 -3.50  3.1883
74 C 0.66 1.88 -4.15  -2.1885
75 C 3.12 2.09 -4.49  -1.8449
76 Si 2.25 2.64 -1.91  -2.0638
77 Br 1.15 1.25 -0.14  0.2165
78 C 3.99 2.62 -1.16  2.6760
79 C 4.80 3.74 -1.85  -1.7103
80 C 4.69 1.27 -1.38  -1.9576
81 C 4.03 2.88 0.36  -1.8754
82 C 1.28 4.25 -1.75  2.9898
83 C -0.24 4.05 -1.82  -1.6929
84 C 1.58 4.96 -0.42  -2.1821
85 C 1.72 5.17 -2.92  -1.6234
86 H 1.99 -0.39 -4.22  0.5952
87 H 1.44 -0.24 -2.55  0.0725
88 H 3.15 -0.16 -2.91  0.2772
89 H 0.60 1.27 -5.06  0.6686
90 H 0.51 2.91 -4.45  0.4096
91 H -0.16 1.58 -3.50  0.2916
92 H 2.98 1.55 -5.43  0.5325
93 H 4.13 1.88 -4.14  0.3573
94 H 3.06 3.16 -4.72  0.3719
95 H 4.82 3.65 -2.94  0.3101
96 H 5.84 3.70 -1.50  0.5544
97 H 4.42 4.73 -1.60  0.3424
98 H 4.85 1.05 -2.44  0.3389
99 H 4.14 0.45 -0.93  0.2671
100 H 5.68 1.31 -0.91  0.6544
101 H 3.66 3.87 0.63  0.3256
102 H 5.08 2.82 0.69  0.5894
103 H 3.47 2.14 0.92  0.3354
104 H -0.60 3.38 -1.04  -0.1430
105 H -0.58 3.65 -2.78  0.3626
106 H -0.73 5.02 -1.69  0.6233
107 H 1.36 4.33 0.44  0.2728
108 H 0.94 5.85 -0.36  0.6135
109 H 2.61 5.30 -0.36  0.4949
110 H 1.47 4.75 -3.89  0.3195
111 H 2.79 5.38 -2.91  0.3333
112 H 1.20 6.12 -2.83  0.5227

For the HOMO energy, the calculation gives -10.80 eV. As for the charge: +1. The calculation puts the largest force on an atom at 2.24 eV/Å.